[1]
{"formula": "C3H5NO", "method": "wB97M-V/def2-TZVPD", "elements": ["C", "C", "C", "N", "O", "H", "H", "H", "H", "H"], "positions_angstrom": [[1.33396, 0.73635, -0.02736], [0.77327, -0.39529, -0.47832], [-0.56572, -0.69057, -0.07756], [-1.26177, 0.37238, 0.67050], [-1.79310, 0.15698, -0.63595], [2.32361, 1.05714, -0.09140], [0.76020, 1.60017, 0.24020], [1.29573, -1.12152, -1.01875], [-0.95718, -1.64061, 0.01239], [-1.90900, -0.07503, 1.40626]], "forces_ev_per_a": [[0.1, 2.2, 0.1], [-2.6, -0.9, 1.3], [5.7, 0.3, 1.2], [-1.7, -3.2, -2.1], [-3.1, 3.4, 1.3], [1.7, -0.3, -0.6], [-0.8, 0.1, 0.5], [0.7, -1.1, -0.6], [-0.7, -1.9, -0.1], [0.6, 1.5, -1.2]], "mulliken_spin": [0.512, -0.047, 0.385, 0.258, 0.765, 0.025, 0.006, -0.013, 0.051, 0.058], "homo_ev": [-5.324, -9.021], "gap_ev": [6.03, 6.08], "total_energy_ha": -247.0055, "spin_multiplicity": 3}

=====

[2]
{"formula": "C3H5NO", "method": "wB97M-V/def2-TZVPD", "elements": ["C", "C", "C", "N", "O", "H", "H", "H", "H", "H"], "positions_angstrom": [[0.23733, -0.48137, 1.30674], [-0.64317, 0.27312, -1.93812], [0.68296, 0.65314, 0.75649], [0.76768, 0.93023, -0.56902], [1.52837, 1.77249, -1.03817], [0.18982, -0.56775, 2.37687], [-0.03634, -1.33211, 0.70985], [-0.65477, 1.10221, -2.61125], [-1.46437, -0.02212, -1.31249], [1.03808, 1.47348, 1.37919]], "forces_ev_per_a": [[0.0, 0.1, -0.3], [2.5, 1.0, 3.3], [-0.3, 0.0, 1.2], [-2.1, -1.5, -3.5], [0.2, 0.7, -0.1], [0.0, 0.0, 0.1], [-0.2, -0.2, -0.2], [0.1, 0.3, -0.5], [-0.4, -0.3, -0.1], [0.1, -0.1, -0.1]], "mulliken_spin": [0.272, 0.896, -0.097, 0.383, 0.436, 0.003, 0.006, 0.060, 0.045, -0.004], "homo_ev": [-7.695, -9.303], "gap_ev": [7.57, 8.03], "total_energy_ha": -247.0355, "spin_multiplicity": 3}

=====

[3]
{"formula": "C3H5NO2", "method": "wB97M-V/def2-TZVPD", "elements": ["C", "C", "C", "N", "O", "O", "H", "H", "H", "H", "H"], "positions_angstrom": [[0.80076, 0.05345, 0.07388], [-0.54581, -0.47201, 0.23639], [-0.36660, 0.92458, -0.31668], [-0.88122, 2.23725, 1.37186], [-1.13208, 3.35648, 1.04856], [-0.81799, 1.65633, 2.39894], [1.31473, 0.25658, 1.00385], [1.46122, -0.33745, -0.80593], [-1.02213, -1.35806, -0.40340], [-0.96940, -0.27794, 1.26785], [-0.60370, 1.54231, -1.15085]], "forces_ev_per_a": [[1.8, 0.2, -1.8], [-3.4, -0.5, -0.8], [0.3, -0.2, 3.3], [1.2, -2.4, -4.7], [-0.2, 0.4, 0.9], [-0.2, 0.3, 1.4], [0.3, 0.2, -0.2], [-1.2, 0.8, 1.8], [1.1, 2.2, 1.5], [0.5, -1.0, -1.0], [-0.2, 0.0, -0.4]], "nbo_charge": [-0.466, -0.473, -0.081, 0.526, -0.353, -0.362, 0.240, 0.234, 0.240, 0.264, 0.229], "homo_ev": [-9.184, -9.184], "gap_ev": [9.07, 9.08], "total_energy_ha": -322.3242}

=====

[4]
{"formula": "C3H5NO2", "method": "wB97M-V/def2-TZVPD", "elements": ["C", "C", "C", "N", "O", "O", "H", "H", "H", "H", "H"], "positions_angstrom": [[0.30993, 1.67124, -0.70559], [1.37389, 1.21964, -0.08152], [-0.36585, 0.21301, 0.47370], [-0.78067, 0.93368, -0.51436], [0.95249, 0.27316, 0.81443], [-1.37864, -2.24480, 0.25568], [0.32165, 2.49041, -1.32910], [-0.37756, -2.45203, -0.45553], [2.36744, 1.67403, 0.22065], [-0.90192, -0.63748, 0.77304], [-1.52075, -3.14084, 0.54860]], "forces_ev_per_a": [[1.3, 1.5, -2.3], [3.5, 1.2, 2.9], [-0.5, -1.8, -0.1], [-0.7, -0.4, 1.9], [-1.5, 0.1, -1.0], [4.8, -1.5, -3.9], [0.0, 1.6, -1.5], [-4.8, 1.1, 3.4], [-1.4, -0.7, -1.0], [-0.4, -0.3, 1.2], [-0.3, -0.7, 0.3]], "nbo_charge": [-0.115, 0.016, 0.300, -0.444, -0.414, -0.925, 0.200, 0.475, 0.210, 0.225, 0.474], "homo_ev": -9.242, "gap_ev": 9.46, "total_energy_ha": -322.4490}

=====

[5]
{"formula": "C3H5NO2", "method": "wB97M-V/def2-TZVPD", "elements": ["H", "N", "C", "O", "C", "C", "O", "H", "H", "H", "H"], "positions_angstrom": [[-1.72582, 0.70170, 1.68645], [-1.14167, 0.32296, 0.95062], [-0.66652, 1.26858, 0.27021], [0.15287, 1.06209, -0.77792], [0.94025, -0.12036, -0.57038], [0.14676, -1.41594, -0.44969], [0.60434, -2.36205, 0.14546], [-0.63350, 2.19569, 0.81808], [1.52745, 0.00105, 0.34875], [1.61576, -0.19365, -1.42804], [-0.81993, -1.46006, -0.99355]], "forces_ev_per_a": [[0.2, -0.1, 0.3], [-0.8, -0.7, -0.6], [0.8, -0.5, 1.7], [-0.1, 0.1, 0.2], [0.1, -0.2, 0.0], [0.2, -0.4, 0.1], [-0.3, 0.5, -0.4], [-0.2, 1.4, -1.2], [0.0, -0.1, -0.2], [-0.1, 0.0, 0.1], [0.2, 0.0, 0.1]], "nbo_charge": [0.358, -0.678, 0.394, -0.502, -0.182, 0.427, -0.530, 0.161, 0.205, 0.221, 0.127], "homo_ev": -9.754, "gap_ev": 10.59, "total_energy_ha": -322.4941, "smiles": "[H]/N=C/OCC=O"}

=====

[6]
{"formula": "C3H5NO2", "method": "wB97M-V/def2-TZVPD", "elements": ["H", "N", "C", "C", "O", "C", "O", "H", "H", "H", "H"], "positions_angstrom": [[0.08593, 2.42506, -0.18941], [-0.67671, 1.79531, 0.06374], [-0.25883, 0.62522, 0.24210], [-1.11937, -0.52840, 0.65128], [1.12251, 0.32459, 0.16758], [1.50328, -0.51821, -0.81376], [0.78243, -0.96106, -1.66943], [-1.05694, -0.67847, 1.73466], [-0.80649, -1.44640, 0.15101], [-2.15040, -0.30411, 0.38073], [2.57460, -0.73352, -0.71851]], "forces_ev_per_a": [[-0.1, -0.1, 0.0], [0.3, -0.4, 0.0], [-0.4, 0.3, 0.0], [-0.1, 0.0, 0.0], [0.1, 0.0, -0.1], [-0.4, -0.3, -0.5], [0.5, 0.3, 0.6], [0.0, 0.1, -0.1], [-0.1, 0.1, 0.1], [0.1, 0.0, 0.1], [-0.1, 0.0, 0.0]], "nbo_charge": [0.352, -0.622, 0.565, -0.699, -0.533, 0.646, -0.564, 0.236, 0.240, 0.247, 0.131], "homo_ev": -10.835, "gap_ev": 11.70, "total_energy_ha": -322.5437, "smiles": "[H]/N=C(/C)OC=O"}

=====

[7]
{"formula": "C3H5NO2", "method": "wB97M-V/def2-TZVPD", "elements": ["O", "C", "C", "O", "C", "N", "H", "H", "H", "H", "H"], "positions_angstrom": [[0.10160, 1.28929, 1.51248], [0.20089, 0.51918, 0.47363], [0.91309, -0.84140, 0.32611], [-0.17106, -1.30747, -0.51340], [-0.88328, -0.13310, -0.39836], [-1.99508, 0.22268, -0.84157], [0.62180, 1.72598, 0.29187], [0.83172, 1.28827, -0.55524], [1.87258, -0.86902, -0.19357], [0.95077, -1.37568, 1.27934], [-2.44303, -0.51874, -1.38129]], "forces_ev_per_a": [[-0.1, -0.1, 0.1], [0.1, -0.1, -0.1], [0.3, 0.0, 0.2], [-0.1, 0.0, -0.1], [-0.6, 0.2, -0.1], [0.4, -0.2, 0.1], [0.1, 0.1, -0.1], [-0.1, -0.1, 0.1], [-0.1, 0.0, 0.1], [0.0, 0.1, -0.1], [0.0, 0.0, 0.0]], "nbo_charge": [-0.720, 0.220, -0.128, -0.486, 0.487, -0.631, 0.458, 0.024, 0.202, 0.211, 0.362], "homo_ev": -10.069, "gap_ev": 9.99, "total_energy_ha": -322.3550}

=====

[8]
{"formula": "C3H5NO2", "method": "wB97M-V/def2-TZVPD", "elements": ["N", "C", "O", "C", "C", "O", "H", "H", "H", "H", "H"], "positions_angstrom": [[-1.97892, -0.39678, -0.06070], [-0.85728, 0.34546, -0.33450], [-0.92268, 1.45225, -0.85553], [0.44207, -0.27439, 0.01483], [1.62388, 0.33531, -0.50353], [2.58093, 0.18021, 0.31533], [-1.92809, -1.17750, 0.57521], [-2.86149, 0.09098, -0.11115], [0.50094, -1.36711, -0.01543], [1.59584, -0.22989, 1.00342], [1.77001, 0.89248, -1.43119]], "forces_ev_per_a": [[0.0, 0.1, 0.1], [0.0, 0.1, 0.0], [0.0, -0.3, 0.2], [-0.2, 0.1, -0.3], [-0.1, 0.0, 0.1], [-0.3, -0.1, 0.1], [0.1, 0.1, -0.1], [0.1, 0.0, 0.0], [0.1, 0.2, 0.0], [0.4, 0.1, -0.1], [0.0, -0.1, 0.1]], "nbo_charge": [-0.825, 0.660, -0.636, -0.751, 0.433, -0.581, 0.388, 0.401, 0.262, 0.451, 0.200], "homo_ev": -9.359, "gap_ev": 9.60, "total_energy_ha": -322.4610}

=====

[9]
{"formula": "C3H5NO2", "method": "wB97M-V/def2-TZVPD", "elements": ["O", "C", "C", "O", "C", "N", "H", "H", "H", "H", "H"], "positions_angstrom": [[-1.47930, -1.04081, 0.62681], [-0.61685, 0.02429, 0.43485], [0.79013, 0.12542, 1.05081], [1.25840, 0.69480, -0.21332], [0.10769, 0.28618, -0.85723], [-0.23935, 0.17563, -2.05631], [-1.32114, -1.70257, -0.05775], [-1.14007, 0.95781, 0.66133], [0.89707, 0.80278, 1.90129], [1.29886, -0.82289, 1.24570], [0.44457, 0.49938, -2.73617]], "forces_ev_per_a": [[0.1, -0.2, -0.1], [0.0, 0.3, 0.1], [0.0, -0.1, 0.3], [0.1, -0.1, -0.2], [-0.4, 0.0, -0.4], [0.2, 0.2, 0.4], [0.0, 0.1, 0.0], [-0.2, -0.1, 0.2], [0.2, 0.0, -0.3], [-0.2, 0.1, -0.1], [0.2, -0.1, 0.1]], "nbo_charge": [-0.683, 0.003, -0.089, -0.496, 0.539, -0.689, 0.484, 0.194, 0.190, 0.186, 0.361], "homo_ev": -10.371, "gap_ev": 11.20, "total_energy_ha": -322.5024}

=====

[10]
{"formula": "C3H5NO2", "method": "wB97M-V/def2-TZVPD", "elements": ["O", "C", "N", "C", "C", "O", "H", "H", "H", "H", "H"], "positions_angstrom": [[-1.56015, 1.46944, -1.04585], [-0.66701, 0.91987, -0.48462], [-0.57433, 0.50725, 0.86690], [0.48412, -0.50465, 0.82712], [0.42557, -0.66089, -0.69080], [0.46565, 0.66019, -1.19075], [-0.46498, 1.30769, 1.47854], [1.45699, -0.15259, 1.20241], [0.19391, -1.41695, 1.35357], [-0.84659, -0.86722, -1.02630], [1.08682, -1.26216, -1.29022]], "forces_ev_per_a": [[-0.9, 0.4, 0.7], [-0.9, 3.6, -0.5], [0.1, 0.2, -0.2], [-0.2, -0.3, -0.3], [-2.3, -1.7, -1.7], [0.6, -0.3, 0.8], [-0.1, -0.2, 0.1], [-0.2, -0.1, -0.3], [0.0, 0.1, -0.1], [3.6, -1.2, 1.2], [0.2, -0.5, 0.3]], "nbo_charge": [-0.545, 0.848, -0.658, -0.258, -0.089, -0.508, 0.403, 0.203, 0.210, 0.168, 0.226], "homo_ev": -10.367, "gap_ev": 11.17, "total_energy_ha": -322.4840}